Model P:
DFT (wB97M-V/def2-TZVPD) results for a cluster of 2 separate species, C3H9S in total.

Each line ends with the Löwdin charge.
CARTESIAN COORDINATES (ANGSTROEM)
C1 1.3988 0.3618 0.5914  -0.18
C2 1.6810 0.1326 -0.9043  -0.17
H1 2.3350 0.7096 1.0328  0.05
H2 1.0262 -0.5179 1.0963  0.05
H3 0.6564 1.1531 0.7096  0.06
H4 2.2982 -0.7636 -0.9913  0.05
H5 0.7574 -0.0360 -1.4560  0.06
H6 2.1836 0.9694 -1.3803  0.05
C3 -2.4163 -0.4848 0.3359  -0.80
S1 -3.3585 0.8648 -0.3944  -0.08
H7 -2.8692 -1.0518 1.1563  -0.02
H8 -2.2559 -1.2077 -0.4712  -0.03
H9 -1.4367 -0.1294 0.6749  -0.05

Kohn-Sham gap: 5.7 eV
E_HOMO: -0.0710 hartree
Net charge: -1
LUMO level: 3.7945 eV

---

Model Q:
DFT (wB97M-V/def2-TZVPD) results for a cluster of 2 separate species, C3H9S in total.

Each line ends with the Löwdin charge.
CARTESIAN COORDINATES (ANGSTROEM)
S1 2.8938 0.2146 1.9529  -0.35
H1 3.9670 -0.0813 2.7244  -0.50
C1 -1.4655 0.8218 -0.9098  -0.15
C2 -0.6131 0.1650 0.1842  -0.32
C3 0.1716 -1.0158 -0.3409  -0.16
H2 -0.8644 1.4189 -1.6009  0.06
H3 -2.2389 1.4913 -0.5228  0.05
H4 -1.9982 0.1445 -1.5889  0.06
H5 -1.2612 -0.0944 1.0165  0.10
H6 0.1512 0.8927 0.4544  0.08
H7 1.0110 -1.2100 0.3338  0.00
H8 -0.3626 -1.9694 -0.3918  0.06
H9 0.6094 -0.7779 -1.3110  0.07

Kohn-Sham gap: 6.3 eV
E_HOMO: -0.0910 hartree
Net charge: -1
LUMO level: 3.7889 eV

---

What is the least stable structure shown above? It is model P.